# 1
{
  "formula": "C13H44N2O9",
  "method": "wB97M-V/def2-TZVPD",
  "species": ["N", "C", "N", "O", "H", "H", "H", "H", "C", "C", "O", "H", "H", "H", "H", "H", "H", "C", "C", "O", "H", "H", "H", "H", "H", "H", "C", "C", "O", "H", "H", "H", "H", "H", "H", "C", "C", "O", "H", "H", "H", "H", "H", "H", "C", "O", "H", "H", "H", "H", "C", "O", "H", "H", "H", "H", "C", "O", "H", "H", "H", "H", "C", "O", "H", "H", "H", "H"],
  "positions_angstrom": [[1.2209, 3.0073, 1.5250], [0.4925, 2.0778, 1.0931], [-0.5902, 2.4773, 0.4406], [0.4546, 0.7577, 1.5497], [1.3141, 3.9713, 1.1669], [2.1097, 2.7199, 2.0391], [-1.1118, 1.6870, 0.1282], [-0.5316, 3.1785, -0.2763], [3.6369, 2.2021, -1.4510], [4.3404, 3.3502, -0.7443], [3.6140, 4.5457, -1.1019], [3.8473, 1.3284, -0.9075], [3.9513, 2.3285, -2.4667], [2.5804, 2.3153, -1.2686], [5.4135, 3.5157, -1.0636], [4.3124, 3.1335, 0.2576], [4.0596, 5.2349, -0.6062], [-0.8292, 3.8014, -3.2274], [0.4630, 3.6032, -2.4253], [0.7179, 4.5097, -1.3011], [-0.8328, 4.6255, -3.9580], [-1.5901, 4.1104, -2.5211], [-1.1262, 2.8734, -3.8065], [1.2915, 3.7415, -3.1568], [0.5369, 2.6073, -2.1071], [1.6603, 4.5566, -1.1509], [0.2859, -0.2846, -1.6155], [-0.3783, -1.4166, -0.8726], [0.3085, -1.6967, 0.3043], [1.0316, -0.8069, -2.2199], [0.7739, 0.4696, -0.9869], [-0.4149, 0.1572, -2.3149], [-0.3962, -2.2523, -1.5147], [-1.3809, -1.0901, -0.6551], [0.1644, -0.9779, 0.9359], [-1.1507, -4.9935, 0.3044], [-2.4319, -4.2486, 0.7019], [-2.6921, -4.4744, 2.0553], [-0.2244, -4.3354, 0.4746], [-1.2455, -5.1982, -0.7246], [-0.9341, -6.0140, 0.7625], [-3.3080, -4.6536, 0.1840], [-2.2862, -3.1107, 0.4903], [-1.8543, -4.2175, 2.4972], [0.3300, -2.2191, 3.8105], [-0.7859, -2.7651, 3.0658], [0.6694, -1.3311, 3.3100], [1.1749, -2.9080, 3.6053], [0.2925, -2.0526, 4.8347], [-1.5824, -2.5722, 3.5041], [-2.7090, -0.1227, 2.0845], [-3.8054, -0.2684, 1.1407], [-1.9222, -0.7201, 1.5602], [-3.1101, -0.5021, 3.0149], [-2.6411, 0.9884, 2.1061], [-4.5704, -0.0862, 1.6228], [2.5316, -4.1572, 1.0273], [2.1608, -3.5416, -0.1564], [3.2261, -4.9505, 0.8714], [1.6714, -4.7132, 1.3175], [2.8831, -3.5274, 1.8513], [1.5935, -2.7589, 0.0555], [-3.0809, 0.8921, -2.2485], [-2.6020, 0.9820, -0.8877], [-3.1948, 1.9025, -2.6775], [-4.1480, 0.6237, -2.1052], [-2.5060, 0.2363, -2.8822], [-3.1472, 0.4551, -0.2909]],
  "atomic_forces_ev_per_a": [[7.45, 3.27, 3.07], [-4.65, -7.95, 1.66], [-0.95, -0.42, -1.46], [1.35, 5.70, -1.68], [-0.88, -1.14, -0.07], [-1.91, 0.37, -0.89], [-0.76, -0.41, -0.36], [0.26, 0.64, 0.24], [0.49, 1.93, 0.63], [0.44, 0.39, -2.87], [0.26, -0.17, 0.71], [0.86, -1.64, -0.11], [-0.40, -0.98, -0.78], [-0.48, 0.31, -0.45], [-1.05, -0.55, 0.29], [-0.03, 0.09, 2.81], [-0.15, 0.57, -0.13], [-0.35, 0.17, 0.05], [1.58, 1.78, -1.74], [-1.85, -0.49, -0.92], [0.57, -0.21, 0.25], [-0.64, -0.41, 0.12], [0.40, 0.94, 1.00], [-0.25, -0.12, 0.52], [-0.12, -1.50, 0.69], [0.80, -0.07, -0.28], [0.79, -0.48, -1.01], [-0.32, 2.10, 0.54], [0.17, -1.02, 0.70], [0.47, 0.60, -0.10], [-0.35, -0.32, -0.06], [-0.07, 0.34, -0.06], [-0.09, -1.32, -0.41], [-0.71, -0.26, 0.20], [0.31, 0.46, -0.09], [1.49, 0.37, 0.85], [0.76, 0.50, -0.16], [0.35, 0.53, 1.34], [-1.40, -0.98, -0.30], [0.35, -0.12, -1.57], [-0.80, 1.38, -0.07], [0.19, 0.34, -0.22], [-0.42, -1.82, 0.10], [-0.64, -0.34, -0.10], [1.48, -1.28, -3.35], [1.80, -0.09, 0.36], [-0.17, 0.87, -0.09], [-0.51, 0.06, 0.39], [-0.96, 0.03, 1.91], [-1.62, 0.58, 0.92], [-1.05, 0.63, -1.88], [1.16, -0.98, -1.11], [-0.11, 0.90, 1.36], [0.77, -0.30, 0.47], [1.29, -0.85, 0.52], [-2.12, 0.45, 0.78], [-0.71, -0.41, 0.40], [0.48, 1.30, -0.83], [1.11, -0.25, -0.52], [-0.93, -0.45, 1.25], [-0.01, 0.24, -0.23], [0.30, -0.61, -0.06], [-2.00, 1.02, 1.85], [0.79, 0.49, -1.25], [0.72, -0.30, 0.10], [0.53, -0.61, -0.83], [0.07, -0.32, -0.10], [-0.43, -0.18, 0.04]],
  "homo_ha": -0.331,
  "gap_ev": 9.24,
  "smiles": "NC(N)=O.CCO.CCO.CCO.CCO.CO.CO.CO.CO",
  "e_tot_ev": -35597.9560,
  "lumo_ev": 0.240,
  "de_lowest_kcal_mol": 113.3
}


# 2
{
  "formula": "C13H46N14O13",
  "method": "wB97M-V/def2-TZVPD",
  "species": ["N", "C", "N", "O", "H", "H", "H", "H", "N", "C", "N", "O", "H", "H", "H", "H", "N", "C", "N", "O", "H", "H", "H", "H", "N", "C", "N", "O", "H", "H", "H", "H", "N", "C", "N", "O", "H", "H", "H", "H", "N", "C", "N", "O", "H", "H", "H", "H", "N", "C", "N", "O", "H", "H", "H", "H", "O", "C", "C", "O", "H", "H", "H", "H", "H", "H", "O", "C", "C", "O", "H", "H", "H", "H", "H", "H", "O", "C", "C", "O", "H", "H", "H", "H", "H", "H"],
  "positions_angstrom": [[1.6067, 3.5489, -6.1770], [0.3313, 3.6933, -6.5035], [-0.4689, 4.1525, -5.5205], [-0.1031, 3.5106, -7.6463], [1.9411, 3.7106, -5.2413], [2.2802, 3.2438, -6.8609], [-0.1353, 4.1945, -4.5704], [-1.3607, 4.5446, -5.7558], [8.4817, 5.0219, -2.0425], [7.7470, 4.5115, -3.0697], [8.0557, 3.2423, -3.4028], [6.9247, 5.1654, -3.6890], [8.3423, 5.9871, -1.8058], [9.0675, 4.4037, -1.5151], [7.5196, 2.8785, -4.1799], [8.6502, 2.6989, -2.8064], [4.8164, -0.2516, -9.1405], [4.0736, -0.8121, -8.1937], [3.0379, -0.0914, -7.7441], [4.3750, -1.9143, -7.6953], [5.5890, -0.8275, -9.4273], [4.6330, 0.7144, -9.3468], [2.5880, -0.4549, -6.9210], [2.8560, 0.8712, -7.9860], [3.1414, 6.4417, -9.1633], [2.7017, 7.0046, -8.0120], [3.3114, 6.4551, -6.9330], [1.8830, 7.8989, -7.9050], [3.7681, 5.6632, -9.1410], [2.6852, 6.7560, -10.0018], [3.0172, 6.7159, -6.0110], [3.8822, 5.6402, -7.0693], [1.2375, -1.8037, -4.4720], [1.6642, -0.8191, -3.6890], [3.0197, -0.8272, -3.5331], [0.9439, 0.0498, -3.1833], [0.2704, -1.9585, -4.7024], [1.8502, -2.4172, -4.9802], [3.4505, -0.3160, -2.7783], [3.4983, -1.6447, -3.8663], [7.4965, -0.5966, -3.0631], [6.5250, -0.9660, -2.1722], [6.8460, -2.0054, -1.4032], [5.4225, -0.3952, -2.1315], [7.3152, 0.1551, -3.7228], [8.4021, -0.9881, -2.8799], [6.1140, -2.2555, -0.7582], [7.7857, -2.3507, -1.3715], [5.4423, 3.4788, -8.2347], [4.4023, 3.1800, -9.0308], [4.6662, 3.4658, -10.3313], [3.2963, 2.7581, -8.6798], [5.2846, 3.1915, -7.2740], [6.0689, 4.2094, -8.5165], [4.1655, 3.0262, -11.0832], [5.5645, 3.8801, -10.5011], [6.6684, 1.4219, -4.9527], [5.2727, 1.0832, -5.1213], [4.2880, 2.2271, -4.8017], [4.5496, 3.4952, -5.3843], [7.1079, 1.1379, -5.7667], [5.1735, 0.9330, -6.2034], [4.9791, 0.1187, -4.7165], [4.2652, 2.3204, -3.7142], [3.3277, 1.9157, -5.2076], [5.2423, 3.9261, -4.8614], [6.7786, -3.1753, -7.0482], [7.7364, -2.4109, -6.3563], [8.4174, -1.2936, -7.1283], [7.6673, -0.0656, -7.1885], [5.9601, -2.6481, -6.9987], [7.3487, -2.0466, -5.3999], [8.6029, -3.0310, -6.1071], [8.5039, -1.6408, -8.1631], [9.4116, -1.0466, -6.7475], [8.1701, 0.4658, -7.8142], [1.4424, 2.7826, -3.3101], [1.8134, 3.0466, -1.9435], [2.5558, 4.3656, -1.9247], [1.6477, 5.4570, -2.1165], [1.2052, 1.8438, -3.4187], [0.8692, 3.0759, -1.3970], [2.4234, 2.2274, -1.5559], [3.3650, 4.3690, -2.6565], [3.0400, 4.4247, -0.9458], [1.9318, 5.9136, -2.9120]],
  "atomic_forces_ev_per_a": [[2.05, -0.52, 0.63], [-1.52, 0.48, -2.06], [-0.38, 0.22, 1.23], [0.29, -0.11, 0.42], [-0.17, -0.09, 0.03], [-0.27, 0.07, -0.24], [-0.09, 0.04, -0.02], [0.01, -0.21, -0.10], [-0.17, 0.04, -0.02], [0.49, 0.23, 0.04], [-0.07, 0.23, -0.14], [-0.59, 0.24, -0.31], [0.05, -0.12, 0.23], [0.13, 0.39, 0.23], [0.18, -0.65, 0.40], [-0.12, -0.35, -0.28], [0.23, 0.16, -0.73], [0.20, -1.07, 1.72], [-0.90, 0.09, 0.66], [-0.40, 0.35, -0.21], [0.19, 0.59, -0.28], [0.48, -0.11, -0.51], [-0.08, 0.03, -0.08], [0.07, 0.06, -0.25], [-0.28, 0.62, -0.87], [-0.26, 0.14, 1.03], [0.64, -0.23, 0.48], [0.01, 0.05, -0.57], [-0.19, -0.08, -0.37], [0.17, -0.33, -0.09], [-0.06, -0.06, -0.09], [-0.10, -0.11, 0.50], [-1.24, -1.70, -1.48], [0.57, 1.66, 1.01], [-0.15, 0.03, -0.12], [0.14, -0.71, -0.29], [-0.06, 0.56, 0.30], [0.30, 0.10, 0.22], [0.04, -0.07, -0.06], [0.33, 0.04, 0.26], [-0.15, -0.38, 0.63], [-0.89, 1.91, -1.49], [-0.44, -0.57, 0.80], [0.86, -0.70, 0.11], [0.14, 0.07, 0.16], [0.22, 0.30, -0.57], [0.49, -0.31, 0.24], [-0.17, -0.32, 0.29], [-0.18, -0.59, 1.09], [-1.47, 0.21, -0.95], [0.31, 0.31, -0.58], [1.11, -0.57, 0.24], [0.32, 0.87, 0.36], [0.31, -0.10, 0.41], [-0.23, 0.25, 0.10], [0.04, -0.30, -0.60], [-0.52, -0.10, 0.43], [-0.06, 0.91, -2.49], [0.57, -0.90, 0.88], [0.65, -0.27, -0.16], [0.08, -0.30, -0.07], [-0.11, -0.12, -0.11], [0.16, 0.28, 0.74], [-0.45, 0.12, 0.04], [-0.12, -0.12, 0.41], [0.10, 0.20, -0.01], [0.28, 0.80, 0.34], [0.86, 0.08, 0.43], [-0.51, 0.08, -0.77], [0.00, 0.14, 0.09], [-0.26, -0.34, -0.62], [-0.06, 0.16, 0.00], [-0.28, -0.51, 0.05], [0.28, -0.20, 0.06], [0.01, -0.34, 0.25], [-0.30, 0.28, -0.03], [0.35, 0.25, 0.03], [-0.58, -0.29, -1.43], [-0.36, -0.38, 0.73], [0.55, -0.29, -0.10], [-0.03, 0.02, 0.30], [0.24, 0.31, 0.53], [0.17, 0.06, 0.07], [-0.12, -0.05, -0.21], [-0.09, 0.40, 0.12], [-0.17, 0.12, 0.03]],
  "homo_ha": -0.314,
  "gap_ev": 8.30,
  "smiles": "NC(N)=O.NC(N)=O.NC(N)=O.NC(N)=O.NC(N)=O.NC(N)=O.NC(N)=O.OCCO.OCCO.OCCO",
  "e_tot_ev": -61712.5084,
  "lumo_ev": -0.239,
  "de_lowest_kcal_mol": 26.9
}